The following is a DFT calculation (ωB97M-V/def2-TZVPD) of a single C7H8N2OS molecule.

XYZ file:
```
19
Properties=species:S:1:pos:R:3:forces:R:3
O 0.4564 2.5309 -0.1747 1.32 -2.56 -0.98
C 0.9463 1.3858 -0.2374 -0.27 1.54 2.67
C 2.4780 0.9356 0.0347 2.35 0.06 -0.90
C 2.4147 -0.5926 0.1855 0.90 -0.71 -0.81
C 0.9570 -1.0045 -0.0174 -0.35 -0.29 -0.85
N 0.1775 0.2254 -0.1609 -1.79 1.24 -0.65
C -1.3246 0.1665 -0.3349 2.57 -0.20 0.93
N -1.8692 -1.0209 -0.4351 -1.71 2.63 1.83
C -3.2480 -0.8198 -0.0148 0.63 -2.03 -0.72
C -3.7249 0.4328 0.2327 -0.11 0.36 -0.97
S -2.3715 1.5682 0.0229 0.25 -1.41 -0.07
H 3.2216 1.0544 -0.9252 -2.20 0.57 2.27
H 3.1040 1.3148 0.9752 -2.02 0.13 -2.13
H 2.6860 -1.0219 1.1404 0.32 0.61 0.51
H 3.2041 -1.0448 -0.5156 -1.68 0.26 0.68
H 0.6272 -1.6398 0.8272 -0.26 0.41 -0.71
H 0.8170 -1.4628 -0.9791 0.02 -1.18 -0.10
H -3.7385 -1.8213 0.1038 -0.11 1.46 -0.28
H -4.8132 0.8140 0.2727 2.16 -0.88 0.28
```
Positions in Å, forces in eV/Å.

As for the total charge: 0. For the frontier orbital gap, the calculation gives 9.586 eV. The structure (SMILES) is O=C1CCCN1c1nccs1. Its relative energy (zero: lowest compared OMol25 entry of this formula, charge and spin) is 34.84 kcal/mol. The LUMO energy comes out at 0.7 eV.

=====

The following is a DFT calculation (ωB97M-V/def2-TZVPD) of 6 unconnected molecules or ions with the total composition C47H102F3N2O4Si.

XYZ file:
```
159
Properties=species:S:1:pos:R:3:forces:R:3
C -0.2189 2.0231 0.9831 0.74 -0.27 -0.75
C 0.9454 0.9250 1.2099 0.52 0.94 2.14
O 1.5183 0.9063 2.3230 -1.74 -0.68 -4.00
O 1.2903 0.0654 0.1121 -1.82 1.10 2.89
C 1.3616 -1.2996 0.6209 1.58 -2.17 -0.19
C 0.7638 -2.4066 -0.3918 0.29 -0.38 0.56
C -0.5269 -3.1646 0.2659 1.49 -0.69 0.13
C -1.5979 -3.6781 -0.7890 0.16 -1.45 0.32
C -3.1562 -3.3307 -0.5195 0.80 0.16 -2.82
C -3.7928 -3.9291 -1.9048 -0.78 -4.59 -3.43
O -4.2475 -3.2032 -2.8452 1.15 0.15 2.73
O -3.7666 -5.3117 -2.1341 0.47 5.22 2.40
N -3.7973 -3.8926 0.6626 0.07 -1.15 0.14
C -5.1840 -4.3936 0.5367 -1.92 -0.42 0.86
C -6.3378 -3.3615 0.1377 -0.37 -0.67 -0.15
C -6.6712 -2.2282 1.2302 -1.35 -0.40 -0.29
N -5.5785 -1.9389 2.2077 -0.98 0.71 0.26
C -3.1065 -4.8129 1.5475 -0.11 -0.99 2.14
C -3.2351 -4.2777 3.0945 1.11 -1.00 0.51
C -1.8700 -4.5174 3.9276 -2.10 1.34 -0.14
F -2.1745 -4.3350 5.3266 1.27 -0.84 -2.69
F -1.3087 -5.7952 3.7179 -0.57 3.08 0.81
F -0.9987 -3.4435 3.5962 -0.80 -2.83 0.83
Si -3.2057 -1.3759 -0.5844 0.17 0.09 -0.25
C -2.8237 -0.5870 1.1588 1.27 -0.08 0.06
C -4.8208 -0.5796 -1.1644 -0.94 1.77 -0.10
C -1.8157 -0.6507 -1.7435 -0.20 1.03 -0.44
H 0.2985 2.8807 0.4059 -1.01 -1.26 0.84
H -1.0866 1.6044 0.3769 1.34 0.55 0.61
H -0.6344 2.4202 1.9743 1.02 -0.79 -1.36
H 0.8738 -1.4572 1.6391 0.49 0.68 -1.37
H 2.4851 -1.5292 0.7749 -1.74 0.39 -0.18
H 0.5614 -2.0170 -1.4420 0.15 -0.21 1.51
H 1.6055 -3.1921 -0.5088 -1.36 1.19 0.09
H -0.9095 -2.5668 1.1563 0.15 -0.62 -1.39
H -0.0533 -4.1114 0.7412 -0.86 1.51 -0.52
H -1.2467 -3.3672 -1.8444 -1.02 -0.27 1.66
H -1.5576 -4.8355 -0.8164 -0.10 1.78 -0.03
H -5.2968 -5.3480 -0.1113 0.52 1.62 0.58
H -5.5053 -4.7519 1.5943 0.66 0.67 -1.46
H -7.3035 -4.0020 0.0786 1.57 0.89 -0.03
H -6.1791 -2.9843 -0.9239 -0.04 -0.19 1.49
H -7.5704 -2.6052 1.8561 1.26 0.45 -1.13
H -7.0747 -1.2900 0.6901 0.85 -1.38 0.86
H -5.9373 -2.2022 3.1418 0.47 0.36 -0.77
H -5.3972 -0.9210 2.2432 -0.08 -0.90 -0.03
H -3.6454 -5.8398 1.5667 1.00 1.46 -0.25
H -2.0159 -5.0652 1.4180 -1.16 0.74 -0.60
H -3.4406 -3.1617 3.1588 0.15 -1.56 -0.21
H -4.0369 -4.8842 3.6360 1.02 1.02 -0.60
H -1.6820 -0.3898 1.1569 -1.76 -0.16 0.15
H -3.3542 0.4178 1.2603 0.60 -1.32 0.15
H -3.0115 -1.3071 2.0198 -0.07 1.13 -1.08
H -4.5362 0.4020 -1.7150 -0.35 -1.47 0.83
H -5.3918 -0.2064 -0.2283 0.56 -0.73 -1.56
H -5.4722 -1.1520 -1.8951 0.86 0.53 1.14
H -0.9044 -0.3031 -1.1433 -1.06 -0.77 -1.05
H -2.2545 0.3144 -2.2118 0.64 -1.45 0.68
H -1.5685 -1.3333 -2.6210 -0.09 0.88 1.22
C 2.8362 3.1084 4.1560 -0.02 -0.23 -0.10
C 1.8426 4.2053 3.8007 0.17 0.07 0.01
C 2.0778 5.5072 4.5687 -0.15 0.10 -0.05
C 1.9268 5.4048 6.0896 0.11 -0.11 0.02
C 0.5700 4.8947 6.5774 0.08 0.12 0.07
C -0.5886 5.8045 6.1924 -0.14 -0.12 0.02
H 2.7603 2.8188 5.2072 0.04 0.03 -0.02
H 2.6436 2.2178 3.5532 0.10 0.18 0.20
H 3.8625 3.4337 3.9602 -0.02 0.04 0.09
H 0.8226 3.8436 3.9625 0.01 0.03 0.00
H 1.9263 4.4162 2.7290 -0.07 0.00 0.05
H 1.3911 6.2706 4.1856 0.03 0.00 0.05
H 3.0867 5.8739 4.3463 -0.04 -0.04 0.00
H 2.1111 6.3955 6.5223 -0.04 -0.02 0.00
H 2.7112 4.7535 6.4897 -0.03 0.03 -0.04
H 0.6024 4.8168 7.6699 0.02 -0.05 -0.06
H 0.3835 3.8835 6.2050 0.05 0.02 -0.01
H -0.4435 6.8114 6.5944 -0.01 -0.01 -0.06
H -1.5252 5.4118 6.5974 0.01 0.09 -0.05
H -0.7028 5.8779 5.1082 0.00 0.03 0.06
C 6.0486 -2.5121 -4.4065 0.14 0.11 0.06
C 5.0067 -2.3209 -3.3125 -0.05 -0.14 -0.01
C 3.6006 -2.7481 -3.7360 -0.11 0.05 0.11
C 3.0019 -1.9589 -4.9045 0.11 -0.02 -0.10
C 2.9109 -0.4469 -4.6920 -0.14 -0.07 -0.07
C 2.0051 -0.0571 -3.5322 0.07 0.13 0.03
H 5.8319 -1.8969 -5.2832 0.01 -0.06 0.02
H 7.0380 -2.2263 -4.0389 -0.02 -0.04 -0.09
H 6.0952 -3.5584 -4.7215 -0.02 0.06 -0.03
H 5.0074 -1.2778 -2.9822 -0.05 -0.02 0.00
H 5.3022 -2.9176 -2.4428 -0.05 0.07 -0.01
H 2.9350 -2.6750 -2.8689 0.01 -0.01 -0.06
H 3.6189 -3.8094 -4.0102 0.01 0.04 0.02
H 1.9985 -2.3506 -5.1071 0.04 0.04 0.02
H 3.5864 -2.1515 -5.8111 -0.02 -0.02 0.03
H 2.5180 0.0083 -5.6083 0.08 -0.03 0.01
H 3.9068 -0.0190 -4.5415 0.03 -0.04 -0.02
H 0.9910 -0.4370 -3.6842 0.04 0.00 0.07
H 1.9477 1.0316 -3.4493 -0.06 -0.07 0.08
H 2.3791 -0.4409 -2.5800 -0.08 0.03 -0.02
C 2.2098 8.7480 9.3450 0.13 0.10 0.05
C 1.1696 8.9387 10.4407 -0.03 -0.15 -0.02
C -0.2376 8.5154 10.0175 -0.10 0.04 0.11
C -0.8357 9.3086 8.8515 0.12 -0.03 -0.10
C -0.9243 10.8202 9.0669 -0.13 -0.08 -0.07
C -1.8291 11.2107 10.2278 0.06 0.17 0.04
H 1.9935 9.3657 8.4700 0.02 -0.06 0.01
H 3.2001 9.0308 9.7119 -0.03 -0.05 -0.10
H 2.2539 7.7024 9.0273 -0.02 0.07 -0.04
H 1.1728 9.9811 10.7737 -0.04 -0.02 0.00
H 1.4649 8.3394 11.3085 -0.05 0.07 -0.01
H -0.9024 8.5875 10.8853 0.01 -0.01 -0.06
H -0.2215 7.4548 9.7405 0.02 0.05 0.01
H -1.8400 8.9190 8.6487 0.04 0.04 0.00
H -0.2521 9.1169 7.9446 -0.03 -0.01 0.04
H -1.3165 11.2774 8.1520 0.08 -0.03 0.03
H 0.0722 11.2456 9.2176 0.01 -0.04 -0.01
H -2.8438 10.8331 10.0753 0.05 -0.01 0.05
H -1.8843 12.2994 10.3122 -0.05 -0.07 0.06
H -1.4558 10.8246 11.1795 -0.06 0.01 -0.04
C 1.8159 4.2011 -10.1092 -0.08 0.01 -0.16
C 1.2983 2.8919 -9.5290 0.00 0.06 0.14
C 2.1713 2.3450 -8.3986 -0.05 -0.16 0.04
C 3.6066 1.9856 -8.7952 0.03 0.14 -0.06
C 3.7344 0.9629 -9.9251 0.10 -0.02 0.14
C 3.1392 -0.3950 -9.5775 -0.03 -0.07 -0.16
H 2.8020 4.0801 -10.5641 -0.03 0.04 0.04
H 1.1367 4.5640 -10.8854 0.09 0.05 0.04
H 1.8846 4.9703 -9.3349 0.04 -0.04 -0.05
H 1.1959 2.1508 -10.3273 0.01 -0.01 0.04
H 0.2899 3.0602 -9.1366 0.05 -0.07 -0.03
H 1.6810 1.4637 -7.9711 0.04 0.05 -0.01
H 2.2122 3.0856 -7.5914 -0.02 -0.03 -0.05
H 4.1238 1.6020 -7.9082 -0.03 -0.01 -0.05
H 4.1431 2.8962 -9.0834 -0.03 -0.03 0.03
H 4.7980 0.8285 -10.1511 -0.06 0.06 -0.02
H 3.2735 1.3434 -10.8415 0.00 0.04 0.03
H 3.6180 -0.8146 -8.6886 -0.07 0.02 -0.01
H 3.2908 -1.0949 -10.4036 -0.04 -0.02 0.10
H 2.0641 -0.3305 -9.3931 0.07 -0.03 0.03
C 1.2251 -6.2627 -2.2942 0.19 0.04 -0.03
C 0.6495 -6.7911 -3.6015 -0.14 0.01 0.02
C -0.7646 -7.3561 -3.4543 -0.10 0.08 -0.05
C -0.8918 -8.5660 -2.5243 0.09 0.07 0.07
C -0.0206 -9.7682 -2.8936 -0.17 0.00 0.08
C -0.3603 -10.3623 -4.2539 0.18 -0.11 -0.05
H 1.3270 -7.0544 -1.5477 -0.03 0.05 0.00
H 2.2194 -5.8388 -2.4637 -0.03 0.01 0.09
H 0.5892 -5.4757 -1.8787 0.00 -0.08 0.01
H 1.3230 -7.5455 -4.0217 0.01 -0.01 -0.01
H 0.6201 -5.9697 -4.3255 -0.01 -0.07 0.00
H -1.1427 -7.6199 -4.4481 0.00 0.01 0.06
H -1.4271 -6.5651 -3.0827 -0.04 -0.07 -0.03
H -1.9418 -8.8790 -2.5080 0.06 0.05 0.00
H -0.6547 -8.2627 -1.4988 -0.04 0.01 -0.04
H -0.1597 -10.5434 -2.1315 0.05 0.05 -0.01
H 1.0393 -9.4981 -2.8642 -0.01 0.03 0.00
H -1.4056 -10.6810 -4.2900 0.03 0.07 -0.03
H 0.2656 -11.2377 -4.4495 -0.07 0.02 -0.07
H -0.1888 -9.6470 -5.0619 -0.06 -0.04 0.04
```
Positions in Å, forces in eV/Å.

As for the total charge: -1. For the frontier orbital gap, the calculation gives 6.487 eV. The LUMO energy comes out at 2.0 eV.

=====

The following is a DFT calculation (ωB97M-V/def2-TZVPD) of a molecular structure, C29H28Cl2I2N6O2Ru.

XYZ file:
```
70
Properties=species:S:1:pos:R:3:forces:R:3
Ru -0.4502 -0.3349 -0.0255 2.23 3.42 -1.05
I 4.0053 3.1020 5.2377 0.00 0.03 -0.01
C 2.5464 2.1584 4.0888 -0.05 0.01 0.02
C 1.1999 2.4138 4.3278 0.11 0.00 -0.06
C 0.2427 1.7585 3.5767 -0.17 -0.11 -0.02
I -1.7860 2.1576 3.8527 0.04 0.03 0.05
C 0.5892 0.8013 2.6109 0.00 0.28 -0.09
O -0.3562 0.1233 1.9822 -0.98 -0.69 0.38
C 1.9523 0.5939 2.3646 -0.02 0.03 -0.08
C 2.3087 -0.3354 1.2459 0.12 0.10 0.25
N 1.6511 0.1318 0.0029 -0.29 -0.95 -0.02
C 2.2768 -0.4130 -1.2060 0.19 -0.13 -0.12
C 1.4394 -0.0528 -2.3909 0.04 -0.04 -0.02
C 1.9492 0.2364 -3.6452 -0.01 0.00 0.00
C 1.0670 0.5452 -4.6669 -0.04 -0.02 0.00
C -0.2936 0.5808 -4.3972 0.01 0.05 0.02
C -0.7234 0.2725 -3.1211 0.10 0.05 -0.06
N 0.1304 -0.0517 -2.1457 -1.12 -0.76 0.13
C 2.9201 1.2760 3.0904 0.00 -0.04 0.05
H 0.9052 3.1271 5.0846 -0.02 0.00 0.00
H 1.9519 -1.3502 1.4441 0.05 -0.02 -0.08
H 3.3938 -0.3741 1.1180 -0.01 0.04 -0.06
H 1.6267 1.1527 -0.0246 -0.01 0.01 0.04
H 2.2953 -1.5025 -1.1035 0.06 0.01 0.05
H 3.3086 -0.0753 -1.3317 -0.02 0.05 0.06
H 3.0168 0.2114 -3.8159 0.00 0.03 0.02
H 1.4346 0.7575 -5.6617 0.01 0.04 0.01
H -1.0118 0.8525 -5.1574 0.00 -0.04 -0.01
H -1.7730 0.2823 -2.8574 0.00 0.00 0.00
H 3.9705 1.1078 2.8863 -0.01 -0.03 -0.03
Cl -0.4310 4.7273 0.0593 -0.03 -0.01 -0.01
C -1.7909 3.6659 0.0403 0.08 0.02 -0.01
C -3.0863 4.1951 0.1702 -0.08 -0.09 0.00
C -4.1874 3.3809 0.1976 0.10 0.04 0.09
Cl -5.7702 4.0675 0.3549 0.02 -0.02 0.02
C -4.0343 1.9775 0.1100 -0.09 0.04 -0.08
C -5.0706 1.0238 0.1790 -0.01 -0.02 -0.01
C -4.7821 -0.3096 0.0499 0.01 0.05 -0.03
C -3.4532 -0.7106 -0.1515 -0.18 0.15 -0.11
N -2.4654 0.1624 -0.1934 -0.18 -1.10 0.43
C -2.7265 1.4879 -0.0526 0.04 -0.03 -0.03
C -1.5744 2.3056 -0.0801 0.01 0.39 0.16
O -0.4111 1.7320 -0.2105 0.13 -0.39 0.05
H -3.2088 5.2655 0.2611 0.02 0.00 -0.01
H -6.0871 1.3583 0.3365 0.00 0.00 -0.02
H -5.5602 -1.0569 0.1052 0.00 0.00 -0.03
H -3.1932 -1.7513 -0.2961 0.03 -0.01 0.12
C -1.1225 -4.5086 3.4997 0.01 0.03 -0.04
C -0.4706 -3.1514 3.6420 -0.08 -0.09 -0.04
N -0.4612 -2.4848 2.3473 -0.03 0.07 0.12
C -0.4875 -3.0970 1.1673 -0.07 -0.26 -0.15
N -0.5044 -2.3461 0.0396 0.09 -0.01 0.26
C -0.4485 -3.0284 -1.2566 0.03 -0.15 0.08
C -1.1300 -4.3793 -1.2098 0.04 0.07 -0.01
C -0.4611 -5.1874 -0.1240 -0.01 -0.01 -0.05
N -0.4993 -4.4503 1.1337 -0.06 0.03 -0.08
C -0.4438 -5.2429 2.3621 0.01 0.02 0.09
H -2.1823 -4.3817 3.2682 -0.01 -0.04 0.04
H -1.0369 -5.0801 4.4222 0.00 0.00 0.00
H 0.5502 -3.2559 4.0201 0.00 0.02 0.02
H -1.0253 -2.5223 4.3366 0.04 0.04 0.00
H -0.4575 -1.4512 2.3445 -0.02 -0.01 -0.08
H 0.5981 -3.1672 -1.5578 -0.01 0.03 -0.07
H -0.9147 -2.3822 -1.9983 -0.02 -0.03 0.03
H -1.0441 -4.8875 -2.1696 -0.01 0.00 0.00
H -2.1908 -4.2519 -0.9795 -0.01 -0.04 -0.03
H 0.5750 -5.4070 -0.4042 0.00 -0.05 0.02
H -0.9704 -6.1382 0.0284 0.00 0.00 0.04
H 0.5961 -5.4700 2.6192 0.00 -0.01 -0.02
H -0.9495 -6.1877 2.1669 0.02 0.00 -0.05
```
Positions in Å, forces in eV/Å.

As for the total charge: +1. For the frontier orbital gap (alpha / beta), the calculation gives 7.210 / 6.196 eV. Its relative energy (zero: lowest compared OMol25 entry of this formula, charge and spin) is 19.62 kcal/mol. The LUMO energy (alpha / beta) comes out at -2.7 / -3.7 eV. As for the spin multiplicity: 2.

=====

The following is a DFT calculation (ωB97M-V/def2-TZVPD) of a single C4H9BrO molecule.

XYZ file:
```
15
Properties=species:S:1:pos:R:3:forces:R:3
C -0.7143 1.9043 -0.3257 -1.90 -0.66 -2.84
O -1.1245 0.5620 -0.0282 1.80 -0.54 0.31
C -0.1075 -0.2583 0.5727 1.28 0.07 -1.83
C 1.4535 -0.1190 -0.0719 -2.82 2.43 1.75
C -0.5587 -1.7012 0.3633 -2.57 1.23 0.99
Br 0.0172 0.1387 2.4850 0.06 0.31 0.28
H -0.3452 2.3560 0.5480 0.23 1.03 1.15
H -1.6904 2.3749 -0.7851 2.09 -0.55 1.20
H 0.0778 1.9167 -1.1259 -0.76 0.00 0.70
H 1.4955 -0.4819 -1.0927 -0.06 0.01 -0.04
H 2.0457 -0.6731 0.6281 0.50 -0.40 0.06
H 1.7206 0.9897 0.0249 -0.05 -1.67 -0.35
H -1.7001 -1.6016 0.1797 1.96 -0.68 0.02
H -0.3866 -2.3976 1.1799 0.07 0.32 0.22
H 0.0165 -2.0228 -0.4484 0.17 -0.89 -1.62
```
Positions in Å, forces in eV/Å.

As for the total charge: 0. For the frontier orbital gap, the calculation gives 10.865 eV. The structure (SMILES) is COC(C)(C)Br. Its relative energy (zero: lowest compared OMol25 entry of this formula, charge and spin) is 22.16 kcal/mol. The LUMO energy comes out at 0.9 eV.

=====

The records above yield total energy values of -854.4221; -2851.5031; -3211.4894; -2807.0168 Ha, respectively.